# 1
Below is 4 unconnected molecules or ions with the total composition C14H35BN3O4S, with properties calculated with the ωB97M-V functional and the def2-TZVPD basis.

Values from the calculation:
HOMO-LUMO gap in eV: 6.98
E_HOMO in Ha: -0.1697
Molecular weight in g mol⁻¹: 352.33
E_tot in eV: -39257.724
Charge: -1
LUMO energy in eV: 2.36

XYZ file:
```
58
C14H35BN3O4S the ωB97M-V functional and the def2-TZVPD basis
O -3.266 -4.320 -4.552
C -2.061 -3.676 -4.049
C -2.309 -2.484 -3.157
B -0.927 -1.602 -2.861
C -0.775 -1.288 -1.257
C 0.317 -0.274 -0.934
C 0.458 -0.007 0.578
S 0.096 1.703 1.111
H -3.842 -3.600 -4.817
H -1.541 -4.464 -3.500
H -1.438 -3.388 -4.903
H -2.731 -2.839 -2.207
H -3.073 -1.847 -3.628
H -1.005 -0.520 -3.461
H 0.068 -2.221 -3.278
H -0.590 -2.211 -0.689
H -1.723 -0.872 -0.887
H 0.077 0.663 -1.445
H 1.282 -0.601 -1.339
H 1.464 -0.199 0.958
H -0.231 -0.655 1.120
H -1.166 1.722 0.658
C -2.544 -2.880 2.276
O -2.651 -2.212 1.276
N -3.156 -2.590 3.455
C -3.000 -3.412 4.627
C -3.984 -1.401 3.509
H -1.925 -3.794 2.325
H -3.959 -3.814 4.965
H -2.554 -2.852 5.454
H -2.344 -4.250 4.390
H -4.797 -1.462 2.784
H -3.399 -0.511 3.272
H -4.399 -1.305 4.511
C 3.202 -1.145 -3.663
O 2.595 -0.605 -4.559
N 4.387 -0.669 -3.186
C 5.096 -1.323 -2.116
C 4.920 0.540 -3.775
H 2.841 -2.047 -3.143
H 5.209 -0.666 -1.248
H 6.093 -1.647 -2.431
H 4.533 -2.202 -1.804
H 4.220 1.369 -3.660
H 5.098 0.408 -4.844
H 5.859 0.788 -3.281
C -0.177 7.152 3.153
O -0.483 7.732 4.180
N 0.547 6.020 3.104
C 0.892 5.367 1.856
C 0.994 5.432 4.353
H -0.474 7.517 2.155
H 0.507 4.349 1.822
H 1.976 5.323 1.731
H 0.470 5.931 1.026
H 0.144 5.182 4.989
H 1.627 6.129 4.904
H 1.553 4.526 4.132
```

Atom charges from the Löwdin analysis, given in e for atoms 1 to 2:
1 O -0.13
2 C -0.32


# 2
Below is a molecular structure, C14H35BaN2O4Se2Si2Te at a distorted geometry, with properties calculated with the ωB97M-V functional and the def2-TZVPD basis.

Values from the calculation:
HOMO-LUMO gap in eV: 6.07
Relative energy (zero: lowest compared OMol25 entry of this formula, charge and spin) in kcal per mole: 48.3
E_HOMO in Ha: -0.1479
Molecular weight in g mol⁻¹: 774.46
E_tot in eV: -180695.639
Charge: -1
LUMO energy in eV: 2.04

XYZ file:
```
61
C14H35BaN2O4Se2Si2Te the ωB97M-V functional and the def2-TZVPD basis
Ba -0.687 3.270 -0.303
O 3.190 4.491 4.042
C 3.261 3.078 3.891
C 2.281 2.605 2.803
C 2.519 1.112 2.569
O 2.481 0.313 3.746
C 2.666 3.389 1.527
Se 2.334 2.634 -0.286
C 0.867 2.892 3.345
Se -0.730 2.103 2.481
H 3.787 4.740 4.754
H 3.006 2.606 4.849
H 4.285 2.789 3.607
H 3.472 0.961 2.046
H 1.716 0.732 1.937
H 3.257 0.530 4.271
H 3.747 3.550 1.547
H 2.217 4.384 1.597
H 0.742 3.977 3.385
H 0.826 2.533 4.377
N -3.961 2.731 -0.453
N -4.383 4.050 -0.730
C -3.395 5.058 -0.749
O -3.718 6.211 -0.549
O -2.208 4.610 -0.983
H -4.572 2.082 -0.939
H -4.006 2.537 0.549
H -5.210 4.367 -0.230
C -2.970 -5.702 -1.201
Si -2.799 -3.869 -1.570
C -2.372 -3.644 -3.378
C -4.416 -3.005 -1.180
C -1.449 -3.158 -0.490
Te -1.290 -1.034 -0.649
C 0.769 -0.893 -0.118
Si 1.971 -1.197 -1.522
C 3.715 -1.119 -0.851
C 1.651 -2.899 -2.264
C 1.739 0.086 -2.865
H -3.744 -6.155 -1.817
H -3.230 -5.874 -0.159
H -2.037 -6.226 -1.401
H -3.176 -4.008 -4.014
H -1.468 -4.195 -3.636
H -2.198 -2.596 -3.612
H -5.227 -3.395 -1.793
H -4.348 -1.935 -1.366
H -4.689 -3.137 -0.135
H -0.481 -3.561 -0.785
H -1.610 -3.390 0.562
H 0.899 -1.566 0.728
H 0.910 0.119 0.258
H 3.868 -1.852 -0.061
H 3.884 -0.126 -0.436
H 4.454 -1.301 -1.630
H 1.788 -3.694 -1.533
H 2.340 -3.084 -3.087
H 0.639 -2.968 -2.662
H 2.051 1.071 -2.508
H 0.699 0.135 -3.185
H 2.343 -0.159 -3.738
```

Atom charges from the Löwdin analysis, given in e for atoms 1 to 2:
1 Ba 1.41
2 O -0.06


# 3
Below is a molecular structure, C14H35Cl2N3O5 at a distorted geometry, with properties calculated with the ωB97M-V functional and the def2-TZVPD basis.

Values from the calculation:
HOMO-LUMO gap in eV: 8.85
Relative energy (zero: lowest compared OMol25 entry of this formula, charge and spin) in kcal per mole: 429.7
E_HOMO in Ha: -0.3152
Molecular weight in g mol⁻¹: 396.36
E_tot in eV: -54821.351
Charge: 0
LUMO energy in eV: 0.27

XYZ file:
```
59
C14H35Cl2N3O5 the ωB97M-V functional and the def2-TZVPD basis
Cl -2.933 -3.717 -2.435
C -2.429 -3.300 -0.800
C -1.562 -2.065 -0.593
Cl -0.955 -1.818 1.092
H -1.958 -4.150 -0.307
H -3.259 -3.012 -0.155
H -2.156 -1.189 -0.853
H -0.688 -2.086 -1.244
C 0.770 -1.734 2.477
C 0.627 -0.614 3.464
C 1.500 0.552 3.076
O -0.715 0.008 3.364
H 0.355 -1.405 1.524
H 0.142 -2.401 3.068
H 1.732 -2.226 2.333
H 0.674 -0.831 4.531
H 1.311 0.930 2.071
H 2.520 0.187 3.202
H 1.418 1.393 3.764
H -0.615 0.732 2.741
C 0.655 0.115 -1.848
C 1.373 -0.590 -0.720
C 0.992 -0.069 0.730
O 0.887 -1.901 -0.617
H -0.366 0.392 -1.587
H 0.790 -0.436 -2.779
H 1.143 1.085 -1.947
H 2.440 -0.575 -0.939
H -0.019 -0.155 1.129
H 0.985 1.020 0.690
H 1.698 -0.519 1.428
H 0.192 -1.856 0.044
O -1.003 -0.486 -3.414
C -0.569 -1.511 -3.888
N 0.627 -1.913 -3.534
C -1.369 -2.330 -4.865
H 0.991 -1.363 -2.769
H 1.248 -2.610 -3.920
H -2.088 -2.890 -4.267
H -0.755 -3.023 -5.440
H -1.837 -1.560 -5.478
O 3.143 2.305 0.292
C 2.212 3.069 0.197
N 1.873 3.783 1.207
C 1.336 3.078 -1.036
H 0.901 3.811 1.478
H 2.446 3.600 2.019
H 0.755 2.162 -0.928
H 1.802 3.032 -2.020
H 0.665 3.930 -0.927
O -0.251 1.656 2.575
C -1.108 2.150 1.831
N -1.344 3.468 1.574
C -2.107 1.209 1.100
H -0.682 4.138 1.938
H -2.305 3.758 1.459
H -2.765 1.668 0.362
H -2.779 0.772 1.839
H -1.583 0.337 0.708
```

Atom charges from the Löwdin analysis, given in e for atoms 1 to 2:
1 Cl 0.67
2 C -0.62


# 4
Below is 3 unconnected molecules or ions with the total composition C14H36BN4O6P2S3, with properties calculated with the ωB97M-V functional and the def2-TZVPD basis.

Values from the calculation:
HOMO-LUMO gap in eV: 6.64
E_HOMO in Ha: -0.1663
Molecular weight in g mol⁻¹: 525.43
E_tot in eV: -85109.162
Charge: -1
LUMO energy in eV: 2.12

XYZ file:
```
66
C14H36BN4O6P2S3 the ωB97M-V functional and the def2-TZVPD basis
N 3.565 0.973 1.481
P 2.410 1.047 0.371
B 1.869 -0.638 -0.578
O 1.984 -0.542 -2.038
C 1.098 -1.521 -2.514
N 1.571 -2.856 -2.193
N 1.013 -1.412 -3.953
C -0.177 -1.112 -1.659
C -0.868 0.164 -2.258
C -0.780 1.461 -1.447
C -1.896 1.727 -0.425
C -2.380 0.509 0.357
N -3.116 0.907 1.570
P -1.469 -2.453 -1.492
S -1.612 -3.991 -2.702
O 0.371 -0.929 -0.381
H 3.239 1.281 2.389
H 1.211 1.617 0.881
H 2.678 2.031 -0.622
H 2.541 -1.492 -0.043
H 1.064 -3.309 -1.443
H 1.486 -3.430 -3.021
H 0.080 -1.581 -4.306
H 1.347 -0.500 -4.235
H -1.920 -0.036 -2.496
H -0.386 0.354 -3.218
H 0.192 1.505 -0.965
H -0.793 2.284 -2.168
H -2.749 2.191 -0.934
H -1.542 2.471 0.300
H -1.519 -0.136 0.565
H -3.086 -0.057 -0.262
H -3.234 0.070 2.137
H -2.500 1.493 2.129
H -2.671 -1.728 -1.492
H -1.359 -2.778 -0.127
C 6.728 2.468 0.469
C 7.832 3.218 -0.289
C 7.186 3.851 -1.524
S 5.454 4.133 -1.085
O 4.648 3.288 -1.933
O 5.191 5.553 -1.030
C 5.545 3.419 0.552
H 7.049 2.161 1.462
H 6.422 1.567 -0.067
H 8.246 4.002 0.350
H 8.652 2.559 -0.575
H 7.619 4.804 -1.817
H 7.171 3.171 -2.375
H 4.612 2.896 0.776
H 5.719 4.237 1.253
C -6.441 -3.702 1.765
C -7.264 -2.481 2.201
C -6.824 -2.116 3.622
S -5.105 -2.647 3.758
O -5.020 -3.694 4.746
O -4.241 -1.500 3.841
C -4.997 -3.379 2.125
H -6.545 -3.901 0.700
H -6.768 -4.592 2.308
H -7.061 -1.647 1.527
H -8.334 -2.682 2.166
H -6.852 -1.049 3.829
H -7.377 -2.660 4.385
H -4.334 -4.239 2.187
H -4.572 -2.623 1.464
```

Atom charges from the Löwdin analysis, given in e for atoms 1 to 2:
1 N -0.38
2 P 0.77


# 5
Below is a molecular structure, C14H36BaN3O8 at a distorted geometry, with properties calculated with the ωB97M-V functional and the def2-TZVPD basis.

Values from the calculation:
HOMO-LUMO gap in eV: 8.09
Relative energy (zero: lowest compared OMol25 entry of this formula, charge and spin) in kcal per mole: 0.0
E_HOMO in Ha: -0.3910
Molecular weight in g mol⁻¹: 511.78
E_tot in eV: -36637.655
Charge: +1
LUMO energy in eV: -2.54

XYZ file:
```
62
C14H36BaN3O8 the ωB97M-V functional and the def2-TZVPD basis
Ba -0.054 0.240 0.210
N -1.737 1.921 3.271
O -2.135 3.082 3.318
O -1.818 1.287 2.158
O -1.290 1.316 4.260
C -0.226 4.927 -0.441
C -0.784 3.734 0.347
O -1.183 2.691 -0.537
H -0.063 5.794 0.190
H -0.916 5.158 -1.260
H 0.702 4.680 -0.971
H -1.625 4.118 0.927
H -0.046 3.433 1.095
H -1.942 2.987 -1.048
C -1.082 -1.997 3.127
O -0.064 -1.791 2.145
C 1.227 -1.958 2.727
C 2.315 -1.377 1.814
N 1.982 -1.638 0.368
C 3.151 -1.327 -0.508
C 3.693 0.076 -0.439
O 2.572 0.950 -0.659
C 2.904 2.330 -0.466
H -1.113 -1.149 3.829
H -0.930 -2.904 3.716
H -2.052 -1.992 2.638
H 1.455 -2.989 2.998
H 1.230 -1.298 3.604
H 3.258 -1.920 1.982
H 2.577 -0.332 2.003
H 2.009 -2.655 0.421
H 2.889 -1.500 -1.556
H 3.877 -2.126 -0.314
H 4.388 0.224 -1.272
H 4.202 0.346 0.491
H 3.678 2.654 -1.164
H 3.279 2.507 0.551
H 1.986 2.902 -0.583
C 0.739 1.002 -3.289
O 0.055 0.047 -2.521
C -0.017 -1.223 -3.187
C -1.055 -2.044 -2.493
N -0.620 -2.343 -1.141
C -1.668 -2.994 -0.312
C -2.890 -2.130 -0.135
O -2.642 -0.793 0.280
C -3.849 -0.074 0.326
H 0.789 1.930 -2.717
H 0.201 1.178 -4.222
H 1.781 0.722 -3.477
H 0.961 -1.714 -3.082
H -0.243 -1.058 -4.240
H -1.306 -2.916 -3.115
H -1.966 -1.443 -2.477
H 0.166 -2.973 -1.260
H -1.197 -3.341 0.605
H -2.001 -3.912 -0.821
H -3.650 -2.678 0.433
H -3.359 -2.056 -1.130
H -4.442 -0.278 1.221
H -4.493 -0.306 -0.534
H -3.607 0.987 0.318
```

Atom charges from the Löwdin analysis, given in e for atoms 1 to 2:
1 Ba 2.06
2 N -0.59


# 6
Below is a molecular structure, C14H36ClF6NO14S2 at a distorted geometry, with properties calculated with the ωB97M-V functional and the def2-TZVPD basis.

Values from the calculation:
HOMO-LUMO gap in eV: 7.40
Relative energy (zero: lowest compared OMol25 entry of this formula, charge and spin) in kcal per mole: 0.0
E_HOMO in Ha: -0.1498
Molecular weight in g mol⁻¹: 656.01
E_tot in eV: -95742.304
Charge: -2
LUMO energy in eV: 3.32

XYZ file:
```
74
C14H36ClF6NO14S2 the ωB97M-V functional and the def2-TZVPD basis
Cl -0.850 -1.056 -0.141
O -1.546 0.028 0.504
O 0.427 -0.616 -0.608
O -0.701 -2.131 0.802
O -1.743 -1.420 -1.236
C 2.618 5.972 2.033
F 1.306 6.001 1.797
F 2.976 7.067 2.802
F 2.989 4.859 2.692
S 3.540 6.072 0.294
O 4.708 5.231 0.071
O 2.445 5.976 -0.708
N 3.551 7.720 -0.402
S 4.540 8.510 0.557
O 5.306 7.740 1.546
O 5.203 9.418 -0.389
C 3.521 9.821 1.570
F 2.272 9.473 1.700
F 4.034 9.865 2.792
F 3.526 11.086 1.089
C 2.187 -7.894 1.526
C 2.195 -8.342 3.035
O 1.689 -7.225 3.847
H 1.261 -7.868 0.951
H 2.857 -8.536 0.954
H 2.578 -6.877 1.553
H 3.202 -8.533 3.408
H 1.420 -9.088 3.212
H 2.369 -6.550 3.795
C 0.025 -3.609 -7.421
C 1.141 -3.802 -8.463
O 1.538 -2.518 -8.959
H -0.002 -4.512 -6.811
H -0.960 -3.376 -7.824
H 0.367 -2.863 -6.704
H 0.958 -4.628 -9.151
H 1.950 -4.077 -7.786
H 2.373 -2.610 -9.423
C 6.556 -1.588 2.979
C 5.972 -2.913 3.515
O 4.783 -2.678 4.095
H 6.594 -0.819 3.750
H 5.995 -1.179 2.138
H 7.605 -1.675 2.694
H 6.654 -3.318 4.262
H 6.042 -3.697 2.761
H 4.316 -2.037 3.554
C -8.159 0.264 1.341
C -8.570 1.238 0.308
O -9.474 2.083 0.923
H -7.670 0.776 2.170
H -7.334 -0.329 0.945
H -8.982 -0.232 1.855
H -8.896 0.849 -0.657
H -7.770 1.956 0.127
H -9.775 2.755 0.308
C -3.691 -1.438 5.870
C -4.203 -2.894 5.743
O -3.059 -3.710 5.703
H -4.660 -0.942 5.820
H -2.851 -1.119 5.252
H -3.379 -1.242 6.896
H -4.990 -3.101 5.018
H -4.673 -3.138 6.695
H -2.796 -3.453 4.816
C -2.797 2.433 -6.437
C -1.655 2.909 -5.620
O -0.891 3.842 -6.269
H -3.423 1.781 -5.829
H -2.514 1.886 -7.336
H -3.455 3.242 -6.753
H -1.111 1.997 -5.375
H -1.892 3.217 -4.601
H -1.115 3.568 -7.162
```

Atom charges from the Löwdin analysis, given in e for atoms 1 to 2:
1 Cl 0.60
2 O -0.41


# 7
Below is 3 unconnected molecules or ions with the total composition C14H36NO6P at a distorted geometry, with properties calculated with the ωB97M-V functional and the def2-TZVPD basis.

Values from the calculation:
HOMO-LUMO gap in eV: 9.33
Relative energy (zero: lowest compared OMol25 entry of this formula, charge and spin) in kcal per mole: 114.6
E_HOMO in Ha: -0.3271
SMILES string: CCCN[PH3]COC(C)=O.COCCOC.COCCOC
Molecular weight in g mol⁻¹: 345.42
E_tot in eV: -38157.065
Charge: 0
LUMO energy in eV: 0.43

XYZ file:
```
58
C14H36NO6P the ωB97M-V functional and the def2-TZVPD basis
C 1.705 0.870 1.135
C 0.850 1.081 -0.286
C 0.096 2.540 -0.265
N -1.241 2.576 -0.974
P -2.569 1.911 0.016
C -4.073 1.076 0.869
O -4.719 0.157 -0.120
C -4.013 -1.131 -0.182
C -3.157 -1.439 -1.585
O -4.082 -2.053 0.818
H 2.843 0.648 0.858
H 1.588 1.790 1.869
H 1.208 -0.093 1.636
H 0.151 0.166 -0.504
H 1.644 1.100 -1.177
H 0.810 3.286 -0.865
H 0.061 2.983 0.838
H -1.465 3.604 -1.113
H -1.879 0.648 0.127
H -2.437 2.917 1.046
H -3.474 2.250 -1.087
H -3.771 0.487 1.846
H -4.861 1.937 1.066
H -2.869 -0.372 -2.010
H -2.158 -2.012 -1.374
H -3.821 -1.958 -2.405
C 3.826 2.761 -5.929
O 4.974 2.795 -5.088
C 4.646 3.134 -3.736
C 4.649 1.893 -2.842
O 3.572 1.011 -3.171
C 4.009 -0.113 -3.928
H 4.113 2.314 -6.885
H 3.024 2.160 -5.492
H 3.469 3.778 -6.109
H 3.682 3.655 -3.686
H 5.420 3.822 -3.385
H 4.493 2.208 -1.805
H 5.612 1.370 -2.892
H 4.574 -0.795 -3.284
H 4.626 0.188 -4.779
H 3.127 -0.637 -4.306
C -2.193 -5.227 4.341
O -1.698 -4.376 3.313
C -2.528 -3.226 3.115
C -1.905 -1.982 3.752
O -1.902 -2.074 5.180
C -0.617 -2.402 5.695
H -1.425 -5.970 4.571
H -2.420 -4.669 5.253
H -3.090 -5.745 3.992
H -3.540 -3.403 3.500
H -2.600 -3.069 2.035
H -2.517 -1.112 3.493
H -0.893 -1.805 3.368
H 0.053 -1.543 5.595
H -0.185 -3.268 5.183
H -0.723 -2.644 6.756
```

Atom charges from the Löwdin analysis, given in e for atoms 1 to 2:
1 C -0.14
2 C -0.24